(1)
The following is a quantum chemistry calculation of a structure of composition C3H9CeNO2 at a distorted geometry, from OMol25.

```
! RIJCOSX wB97M-V def2-TZVPD def2/J DEFGRID3
* xyz 2 1
Ce -0.1419 -1.0589 -0.5132
C 0.2368 -0.8059 -2.7703
H 1.3386 -0.8807 -2.7940
H -0.1804 -1.6798 -3.2975
H -0.0861 0.1410 -3.2124
H -1.9954 0.4865 -1.7619
H -2.4484 0.0063 -1.2834
N -0.6656 -0.2976 1.8065
C 0.7235 0.1686 2.0672
C 1.0293 1.2817 1.0675
O 1.3833 2.3624 1.4418
O 0.8023 0.8833 -0.2134
H -1.3325 0.4694 1.9664
H -0.9445 -1.0076 2.4874
H 0.8265 0.5841 3.0758
H 1.4546 -0.6529 1.9336
*
```

Summary:
- Frontier orbital gap (alpha / beta): 6.94 / 6.90 eV
- LUMO level (alpha / beta): -11.254 / -11.294 eV
- Highest occupied orbital energy (alpha / beta): -18.191 / -18.191 eV

These are the Mulliken partial charges, in e, on atoms 1 to 8:
1. Ce 1.649
2. C -1.066
3. H 0.406
4. H 0.439
5. H 0.405
6. H 0.131
7. H 0.067
8. N -0.568



(2)
The following is a quantum chemistry calculation of a cluster of 2 separate species, C3H9Cl3NSi in total at a distorted geometry, from OMol25.

```
! RIJCOSX wB97M-V def2-TZVPD def2/J DEFGRID3
* xyz 1 1
C -1.7263 0.2003 1.0899
C -1.0104 0.8062 -1.1219
C 0.2772 -0.8096 0.3300
N -0.5294 0.3553 0.2531
Si 2.7859 -0.4699 -0.5861
Cl 3.0256 -1.3192 -2.2999
Cl 3.1530 1.4938 -0.4575
Cl 3.3188 -1.6468 0.9344
H -1.5815 0.6112 2.1576
H -2.6922 0.5786 0.6901
H -2.0499 -0.8605 1.3508
H -1.4333 1.7061 -0.8861
H -0.0972 0.7781 -1.7610
H -1.8147 0.0893 -1.5361
H 0.5838 -1.0284 1.3256
H -0.1266 -1.6919 -0.0986
H -0.0826 1.2074 0.6156
*
```

Summary:
- Frontier orbital gap: 9.42 eV
- LUMO level: -3.525 eV
- Highest occupied orbital energy: -12.945 eV

These are the natural (NBO) partial charges, in e, on atoms 1 to 8:
1. C -0.481
2. C -0.385
3. C -0.505
4. N -0.387
5. Si 1.281
6. Cl -0.257
7. Cl -0.288
8. Cl -0.296



(3)
The following is a quantum chemistry calculation of a structure of composition C3H9ClMnO4P at a distorted geometry, from OMol25.

```
! RIJCOSX wB97M-V def2-TZVPD def2/J DEFGRID3
* xyz 1 6
Mn -5.5673 -3.8114 1.0539
Cl -3.1179 -3.6100 1.2832
C -1.4402 -0.4832 -0.4013
O -0.6586 -0.1118 0.7088
P 0.5301 0.9843 0.3647
O 0.8288 2.0402 1.4653
O 0.3938 1.4015 -1.1857
C 1.0663 2.4420 -1.8040
O 1.8275 -0.0162 0.3700
C 1.9111 -1.1534 1.3450
H -0.9024 -0.3200 -1.3353
H -2.2994 0.1730 -0.2627
H -1.8546 -1.4913 -0.3986
H 1.3268 3.1753 -1.0407
H 0.3544 2.9746 -2.4345
H 1.9449 2.2163 -2.4082
H 2.7602 -1.0682 2.0232
H 1.9069 -2.0623 0.7434
H 0.9897 -1.2795 1.9135
*
```

Summary:
- Frontier orbital gap (alpha / beta): 3.25 / 3.30 eV
- LUMO level (alpha / beta): -8.436 / -8.380 eV
- Highest occupied orbital energy (alpha / beta): -11.684 / -11.684 eV

These are the natural (NBO) partial charges, in e, on atoms 1 to 8:
1. Mn 1.609
2. Cl -0.604
3. C -0.266
4. O -0.791
5. P 2.500
6. O -1.038
7. O -0.810
8. C -0.251



Number 1: energy -799.2955 a.u.. Number 2: energy -1844.3299 a.u.. Number 3: energy -2372.9121 a.u..